{
  "formula": "C33H77O8P",
  "method": "ωB97M-V with the def2-TZVPD basis set",
  "elements": ["C", "O", "C", "C", "C", "C", "P", "C", "C", "C", "C", "O", "C", "C", "C", "C", "O", "C", "C", "C", "C", "O", "H", "H", "H", "H", "H", "H", "H", "H", "H", "H", "H", "H", "H", "H", "H", "H", "H", "H", "H", "H", "H", "H", "H", "H", "H", "H", "H", "H", "H", "H", "H", "H", "H", "H", "H", "H", "H", "C", "C", "O", "C", "C", "H", "H", "H", "H", "H", "H", "H", "H", "H", "H", "C", "C", "O", "C", "C", "H", "H", "H", "H", "H", "H", "H", "H", "H", "H", "C", "C", "O", "C", "C", "H", "H", "H", "H", "H", "H", "H", "H", "H", "H", "C", "C", "O", "C", "C", "H", "H", "H", "H", "H", "H", "H", "H", "H", "H"],
  "coordinates": [[5.397288, 2.612128, 0.221426], [4.085731, 3.267505, 0.090598], [3.095592, 2.336467, -0.540193], [2.424409, 1.362946, 0.602467], [1.880293, -0.078883, 0.020512], [0.251687, -0.134748, -0.153701], [-0.414199, -1.586445, -1.193169], [-1.363529, -0.311197, -2.318151], [-0.326929, 0.478782, -3.367081], [0.019287, -0.388710, -4.714216], [0.121774, 0.611385, -6.050816], [1.322408, 1.503779, -5.935059], [-2.098538, -2.419705, -0.854321], [-2.968350, -1.597860, 0.314579], [-4.339332, -0.896328, -0.287978], [-4.415232, 0.691273, 0.147512], [-5.275006, 1.392488, -0.854126], [-4.564036, 2.578716, -1.374776], [0.596753, -2.912076, -0.281837], [0.243127, -2.820185, 1.465989], [0.414922, -4.326440, 2.296842], [-1.019109, -3.592763, 1.939792], [5.777824, 2.845628, 1.322505], [5.298748, 1.439576, 0.068552], [6.233117, 3.074268, -0.491619], [2.267057, 3.043432, -1.021077], [3.599810, 1.735605, -1.436422], [1.500595, 1.912788, 1.119622], [3.276456, 1.148062, 1.398759], [2.205140, -0.895740, 0.828271], [2.439416, -0.413605, -0.978201], [-0.260254, -0.132980, 0.924822], [-0.065423, 0.914737, -0.626740], [0.299245, -1.972784, -2.418747], [-2.140518, -0.858702, -3.040684], [-2.009527, 0.435317, -1.674810], [-0.885630, 1.489946, -3.663418], [0.655504, 0.821165, -2.781810], [-0.670123, -1.316842, -4.901177], [1.127407, -0.809759, -4.574865], [-0.799628, 1.359533, -6.116840], [0.189114, -0.078828, -7.022369], [0.983842, 2.336547, -5.452322], [-2.816173, -2.498069, -1.775737], [-1.874871, -3.545017, -0.523895], [-3.295381, -2.329125, 1.194733], [-2.352830, -0.735077, 0.816180], [-5.299311, -1.448094, 0.146226], [-4.388414, -1.023467, -1.450973], [-3.359465, 1.214147, 0.243641], [-4.944313, 0.754925, 1.191037], [-4.664351, 3.531400, -0.672075], [-5.074774, 2.827931, -2.422569], [-3.417342, 2.368426, -1.609224], [0.294649, -4.032158, -0.524531], [1.759016, -2.834152, -0.378288], [0.603697, -1.777233, 2.067172], [-0.223602, -4.742822, 3.161608], [1.104917, -3.717162, 3.060981], [3.447139, 5.958243, 1.331180], [2.903374, 6.358375, -0.029432], [2.016514, 7.471519, 0.020212], [2.564051, 8.699852, 0.496513], [3.694878, 9.228424, -0.366384], [2.633934, 5.822130, 2.049310], [4.017270, 5.028348, 1.258280], [4.113980, 6.727552, 1.735627], [2.324775, 5.519883, -0.432116], [3.713639, 6.546793, -0.740664], [2.874010, 8.599962, 1.540934], [1.745365, 9.428347, 0.483974], [4.577742, 8.584739, -0.309533], [3.991365, 10.229162, -0.038321], [3.392308, 9.278022, -1.417023], [3.004705, -6.376642, 7.085490], [2.577154, -4.952282, 6.776540], [1.374838, -4.874004, 6.017340], [0.202397, -5.412864, 6.626003], [-0.184270, -4.708638, 7.913366], [3.038190, -6.978269, 6.173095], [3.991504, -6.387669, 7.555780], [2.302800, -6.863353, 7.771443], [3.357222, -4.479747, 6.169742], [2.491218, -4.356769, 7.690794], [0.313086, -6.490335, 6.779857], [-0.608979, -5.284606, 5.900516], [0.548734, -4.889008, 8.705314], [-1.154209, -5.067873, 8.269981], [-0.244048, -3.626319, 7.762159], [-9.118403, -0.171881, 5.442720], [-7.733172, 0.141450, 4.904193], [-7.148654, -0.938136, 4.182453], [-7.837008, -1.364037, 3.007618], [-7.937664, -0.284868, 1.945539], [-9.112284, -1.107515, 6.008487], [-9.469225, 0.634627, 6.091978], [-9.844911, -0.286490, 4.630845], [-7.068734, 0.342426, 5.751619], [-7.741105, 1.049573, 4.293350], [-8.823175, -1.761060, 3.265910], [-7.261743, -2.202929, 2.599645], [-8.586575, 0.535281, 2.266911], [-8.353898, -0.695335, 1.020730], [-6.953109, 0.141416, 1.729244], [4.366717, -2.789357, -8.622116], [5.028972, -2.619099, -7.265841], [5.870598, -1.473042, -7.186503], [5.239794, -0.206948, -7.372384], [4.183287, 0.097451, -6.326495], [5.109055, -2.750805, -9.423980], [3.836554, -3.744023, -8.673186], [3.639003, -1.993033, -8.812876], [5.670956, -3.487410, -7.081740], [4.287207, -2.604889, -6.461190], [4.831681, -0.128821, -8.384416], [6.032033, 0.546675, -7.298098], [3.320136, -0.567970, -6.422391], [3.824073, 1.125387, -6.432876], [4.586271, -0.031560, -5.317134]],
  "forces_ev_per_angstrom": [[0.87, -0.01, 0.95], [0.20, -2.62, -1.35], [-0.66, 0.55, -0.29], [0.09, -0.14, -0.24], [0.53, -0.89, 0.75], [0.66, 2.04, 1.05], [-1.17, 0.65, -1.54], [-0.78, 1.06, -2.03], [-0.91, 0.66, 0.67], [1.51, 0.74, -0.17], [-0.51, -0.24, 0.60], [-2.39, 0.47, 0.83], [-1.25, -1.60, 1.31], [-0.69, -0.19, 0.44], [0.05, -0.05, 0.39], [-0.63, -0.70, -0.01], [2.78, 0.96, 0.82], [-0.27, 0.58, -1.22], [0.37, -1.81, 3.66], [-1.91, -2.89, -1.25], [0.00, 2.44, 1.30], [4.64, 4.32, -0.64], [-0.80, -0.70, -2.25], [0.37, 2.50, 0.32], [-2.08, -1.03, 1.18], [1.78, -1.54, 1.06], [-1.00, 1.12, 2.03], [2.22, -1.08, -1.01], [-1.91, 0.53, -1.59], [-0.72, 1.70, -1.80], [-1.26, 0.95, 2.03], [1.13, -0.15, -2.26], [0.57, -2.46, 0.89], [-0.21, 0.13, 0.68], [1.60, 1.03, 1.56], [1.27, -1.22, -1.28], [1.25, -2.07, 0.40], [-1.96, -0.86, -1.40], [1.03, 1.98, 0.39], [-2.38, 0.78, -0.43], [1.61, -2.00, 0.05], [0.09, 1.83, 2.07], [0.85, -2.07, -1.14], [1.77, 0.36, 1.52], [-0.68, 2.57, -0.40], [0.98, 1.50, -2.01], [-0.96, -1.74, -0.97], [2.06, 1.21, -0.91], [0.17, 0.55, 2.18], [-2.04, -1.20, -0.38], [1.07, -0.01, -1.87], [0.23, -2.09, -1.31], [1.04, -0.46, 2.37], [-2.37, 0.31, 0.65], [0.56, 2.42, 0.37], [-2.14, 0.03, 0.16], [-1.26, -3.28, -1.39], [1.36, -0.95, -1.45], [-1.78, -0.19, -0.20], [0.33, 0.26, 0.24], [-0.05, -0.11, 0.19], [-0.11, 0.15, -0.01], [-0.15, -0.09, -0.18], [0.27, -0.12, -0.07], [0.00, -0.03, -0.10], [-0.23, 0.27, -0.01], [-0.06, -0.05, -0.03], [-0.06, 0.27, -0.01], [0.07, 0.00, 0.04], [0.10, -0.02, 0.01], [-0.02, -0.30, -0.04], [-0.04, 0.10, 0.02], [-0.05, -0.10, -0.02], [-0.04, 0.04, 0.14], [-0.24, -0.19, 0.18], [0.03, -0.08, -0.16], [-0.06, 0.02, -0.07], [0.04, 0.18, -0.09], [0.14, 0.04, 0.24], [0.06, 0.12, 0.04], [-0.08, 0.02, -0.06], [0.14, 0.04, -0.03], [-0.29, 0.02, -0.06], [-0.02, -0.06, 0.07], [0.03, -0.02, 0.08], [0.28, 0.04, -0.05], [-0.11, -0.02, -0.02], [0.10, 0.03, -0.07], [-0.05, -0.14, -0.05], [-0.24, -0.09, -0.25], [0.03, -0.14, 0.10], [0.05, -0.05, -0.02], [0.21, 0.06, 0.01], [-0.13, 0.24, 0.03], [0.07, 0.12, 0.01], [0.06, -0.07, -0.05], [0.04, 0.07, 0.13], [0.07, -0.17, -0.24], [-0.09, 0.02, -0.04], [-0.07, 0.06, -0.01], [0.04, 0.12, 0.28], [0.01, -0.07, -0.09], [0.07, 0.03, 0.10], [-0.12, -0.13, 0.00], [-0.21, 0.27, -0.10], [0.17, 0.03, -0.10], [0.09, -0.04, -0.03], [0.10, -0.05, 0.24], [-0.15, -0.08, -0.03], [-0.02, -0.08, 0.11], [0.07, 0.06, 0.02], [0.03, -0.14, 0.01], [0.08, 0.28, 0.05], [-0.09, 0.03, -0.03], [-0.10, -0.02, -0.01], [0.04, -0.31, -0.03], [0.00, 0.16, 0.00], [0.00, -0.21, 0.01], [0.04, 0.04, -0.11]],
  "lowdin_charge": [-0.126, -0.311, -0.198, -0.164, -0.247, -0.314, 0.745, -0.367, -0.250, -0.199, -0.227, -0.172, -0.281, -0.206, -0.163, -0.210, -0.261, -0.135, -0.280, -0.165, -0.088, -0.237, 0.106, 0.104, 0.108, 0.131, 0.133, 0.130, 0.120, 0.097, 0.122, 0.097, 0.099, 0.055, 0.090, 0.062, 0.108, 0.101, 0.111, 0.110, 0.124, 0.129, 0.111, 0.084, 0.091, 0.118, 0.083, 0.116, 0.109, 0.116, 0.115, 0.105, 0.106, 0.085, 0.102, 0.082, 0.157, 0.114, 0.058, -0.077, -0.273, -0.166, -0.280, -0.087, 0.085, 0.049, 0.069, 0.105, 0.109, 0.105, 0.117, 0.066, 0.076, 0.082, -0.084, -0.279, -0.177, -0.277, -0.083, 0.083, 0.077, 0.067, 0.118, 0.106, 0.107, 0.114, 0.066, 0.078, 0.084, -0.085, -0.281, -0.166, -0.273, -0.076, 0.082, 0.076, 0.067, 0.118, 0.106, 0.106, 0.116, 0.070, 0.083, 0.055, -0.085, -0.282, -0.167, -0.274, -0.088, 0.082, 0.075, 0.066, 0.118, 0.104, 0.106, 0.118, 0.058, 0.068, 0.084],
  "homo_ev": -7.87,
  "smiles": "COCCCC[PH](CCCCO)(CCCCOC)C[C@@H]1CO1.CCOCC.CCOCC.CCOCC.CCOCC",
  "energy_ha": -2246.085624,
  "homo_lumo_gap_ev": 7.9,
  "molar_mass_g_mol": 632.95,
  "lumo_energy_ev": 0.1,
  "fmax_ha_per_bohr": 0.1239
}